No. 1
This record from the OMol25 dataset describes a structure of composition C3HgO2 at a distorted geometry. The level of theory is ωB97M-V with the def2-TZVPD basis set.

Atoms and positions in Å:
O1 0.474 -0.831 -0.133
C1 1.590 -0.115 0.033
C2 2.682 0.469 0.135
O2 -0.811 0.998 -0.143
C3 -0.765 -0.204 -0.392
Hg1 -3.171 -0.317 0.501

Results
Multiplicity: 2
Expectation value of S²: 0.759
Kohn-Sham gap (spin up / spin down) (eV): 7.6 / 5.1
Net charge: -1
LUMO (spin up / spin down) (Ha): 0.1361 / 0.0505
Total energy (eV): -11375.9539


No. 2
This record from the OMol25 dataset describes a structure of composition C11H16N2O2 at a distorted geometry. The level of theory is ωB97M-V with the def2-TZVPD basis set.

Atoms and positions in Å:
C1 -2.601 2.033 0.488
C2 -2.984 0.647 1.063
C3 -3.791 -0.152 -0.003
C4 -2.951 -0.752 -1.164
C5 -0.295 -0.878 -0.470
C6 0.638 -1.428 0.521
C7 1.939 -0.967 0.253
C8 2.211 0.066 -0.518
C9 -0.030 0.259 -1.189
C10 3.663 0.371 -0.605
C11 5.696 -0.033 0.684
H1 -2.466 2.548 1.474
H2 -1.784 2.086 -0.198
H3 -3.597 2.410 0.223
H4 -2.167 0.232 1.567
H5 -3.666 1.026 1.944
H6 -4.636 0.598 -0.312
H7 -4.241 -1.058 0.496
H8 -2.655 0.150 -1.745
H9 -3.330 -1.625 -1.745
H10 -1.656 -2.647 -0.524
H11 0.429 -2.431 1.154
H12 2.852 -1.304 0.778
H13 -0.823 0.696 -1.871
H14 6.014 -0.847 1.414
H15 5.813 0.958 1.167
H16 6.299 -0.298 -0.341
N1 -1.614 -1.347 -0.643
N2 1.242 0.835 -1.144
O1 4.269 1.158 -1.171
O2 4.225 -0.306 0.416

Results
Kohn-Sham gap (eV): 8.4
LUMO (Ha): 0.0094
Total energy (eV): -18736.7154


No. 3
This record from the OMol25 dataset describes the molecule C24H31N3O5. The level of theory is ωB97M-V with the def2-TZVPD basis set.

Atoms and positions in Å:
C1 6.567 1.125 0.699
C2 5.375 0.197 0.880
O1 4.779 0.005 -0.389
C3 3.627 -0.717 -0.462
C4 3.047 -1.406 0.596
C5 1.865 -2.101 0.417
C6 1.233 -2.110 -0.818
N1 0.000 -2.744 -1.043
C7 -0.886 -3.223 -0.130
O2 -0.660 -3.329 1.059
C8 -2.272 -3.508 -0.715
N2 -3.149 -2.351 -0.576
C9 -2.660 -1.185 -1.293
C10 -3.654 -0.038 -1.159
N3 -3.765 0.272 0.249
C11 -4.347 1.563 0.523
C12 -3.481 2.695 -0.022
O3 -3.999 3.690 -0.485
C13 -2.016 2.517 0.008
C14 -1.259 3.270 -0.882
C15 0.114 3.123 -0.947
C16 0.766 2.234 -0.105
O4 2.102 2.010 -0.088
C17 2.907 2.675 -1.032
C18 0.009 1.488 0.832
O5 0.741 0.681 1.645
C19 0.065 -0.127 2.579
C20 -1.365 1.628 0.872
C21 -4.382 -0.849 0.923
C22 -3.437 -2.043 0.816
C23 1.826 -1.439 -1.886
C24 3.010 -0.758 -1.712
H1 6.240 2.092 0.328
H2 7.265 0.697 -0.016
H3 7.073 1.264 1.651
H4 4.644 0.641 1.569
H5 5.710 -0.766 1.288
H6 3.502 -1.408 1.573
H7 1.424 -2.631 1.244
H8 -0.312 -2.702 -2.004
H9 -2.216 -3.772 -1.774
H10 -2.723 -4.336 -0.163
H11 -1.693 -0.823 -0.906
H12 -2.546 -1.455 -2.348
H13 -4.626 -0.329 -1.593
H14 -3.275 0.834 -1.696
H15 -4.414 1.693 1.609
H16 -5.363 1.687 0.108
H17 -1.765 3.966 -1.535
H18 0.672 3.713 -1.657
H19 3.907 2.264 -0.905
H20 2.925 3.755 -0.854
H21 2.569 2.481 -2.055
H22 0.845 -0.642 3.137
H23 -0.568 -0.871 2.087
H24 -0.538 0.472 3.269
H25 -1.947 1.057 1.573
H26 -5.360 -1.107 0.481
H27 -4.531 -0.605 1.977
H28 -2.522 -1.811 1.380
H29 -3.901 -2.925 1.266
H30 1.349 -1.446 -2.857
H31 3.474 -0.237 -2.535

Results
Kohn-Sham gap (eV): 8.6
LUMO (Ha): 0.0239
SMILES: CCOc1ccc(NC(=O)CN2CCN(CC(=O)c3ccc(OC)c(OC)c3)CC2)cc1
Total energy (eV): -40098.2531